[1]
{
  "formula": "C6H4Cl3",
  "method": "ωB97M-V/def2-TZVPD",
  "de_lowest_kcal_mol": 0.49,
  "lumo_energy_ev": 3.021,
  "total_energy_ev": -43856.786,
  "total_charge": -1,
  "elements": ["Cl", "Cl", "C", "C", "C", "C", "C", "C", "H", "H", "H", "H", "Cl"],
  "positions_angstrom": [[3.332, 5.089, 2.055], [3.760, -1.079, 2.856], [4.610, 2.832, 2.831], [2.387, 2.557, 1.900], [4.706, 1.453, 3.010], [2.483, 1.178, 2.079], [3.451, 3.374, 2.278], [3.641, 0.635, 2.633], [5.438, 3.491, 3.123], [1.482, 3.002, 1.466], [5.610, 1.008, 3.445], [1.655, 0.519, 1.788], [-0.840, 1.461, 0.619]],
  "forces_ev_per_a": [[0.03, 0.21, -0.01], [0.06, -0.20, 0.05], [0.18, 0.17, 0.06], [-0.11, 0.34, -0.08], [0.20, -0.12, 0.10], [-0.06, -0.37, 0.01], [0.03, -0.85, 0.10], [-0.09, 0.84, -0.12], [-0.41, -0.34, -0.14], [0.26, -0.47, 0.16], [-0.45, 0.24, -0.22], [0.19, 0.53, 0.03], [0.16, 0.02, 0.07]]
}



[2]
{
  "formula": "C6H4F8NO4S3",
  "method": "ωB97M-V/def2-TZVPD",
  "lumo_energy_ev": -7.017,
  "total_energy_ev": -70199.989,
  "total_charge": 1,
  "elements": ["O", "S", "O", "F", "N", "C", "S", "O", "O", "C", "F", "F", "C", "F", "F", "C", "F", "F", "F", "S", "C", "C", "H", "H", "H", "H"],
  "positions_angstrom": [[-3.041, -1.323, 1.516], [-2.013, -0.379, 1.286], [-1.475, 0.128, 2.487], [-2.686, 0.795, 0.455], [-0.889, -1.204, 0.287], [0.427, -1.048, 0.311], [1.596, -0.036, 1.315], [1.354, -0.077, 2.720], [2.857, -0.696, 1.118], [1.894, 1.716, 0.705], [2.277, 2.403, 1.781], [2.954, 1.714, -0.096], [0.672, 2.479, 0.099], [-0.383, 2.398, 0.931], [1.019, 3.782, 0.107], [0.322, 2.131, -1.400], [0.673, 3.155, -2.171], [-0.994, 1.963, -1.548], [0.972, 1.051, -1.870], [1.156, -2.034, -0.960], [-0.326, -3.041, -1.357], [-1.448, -2.151, -0.677], [-0.356, -3.976, -0.765], [-0.468, -3.299, -2.416], [-2.207, -2.865, -0.328], [-1.886, -1.585, -1.530]],
  "forces_ev_per_a": [[0.10, -0.35, -1.70], [-3.86, -0.28, 3.50], [1.76, 1.00, -1.37], [1.74, -1.33, 0.04], [0.23, 0.93, 0.79], [-0.56, -1.70, -3.23], [4.03, -1.75, 3.73], [-2.47, 0.98, -0.58], [-0.53, 0.14, -2.46], [0.13, 1.73, -0.18], [-0.60, -0.78, 0.32], [-0.73, -0.55, -0.44], [0.42, 1.40, 0.02], [0.19, -0.98, -0.44], [0.18, -0.49, -0.09], [-0.30, 1.12, -0.99], [0.05, -0.36, 0.26], [0.27, -0.49, 0.32], [-0.30, -0.19, 0.66], [0.59, 0.38, 1.30], [-0.72, 0.61, 2.51], [-0.75, -1.06, -3.42], [0.87, 0.33, -0.46], [0.14, 0.71, 0.34], [0.19, 0.90, 0.68], [-0.06, 0.11, 0.87]]
}